Entry i
ORCA calculation (ωB97M-V/def2-TZVPD) on a 2-piece molecular cluster, C3H10N2S overall.

Cartesian coordinates (Å):
H1 2.5080 -1.7506 -0.2034
N1 2.9564 -0.9483 -0.6580
C1 2.0604 -0.0266 -0.6263
N2 1.8715 0.8615 -1.6501
H2 1.5481 0.3117 0.2846
H3 1.4702 1.7541 -1.4423
H4 2.2991 0.6490 -2.5264
C2 -1.3674 0.1081 2.0762
S1 -2.6855 0.6117 0.8981
C3 -1.9439 -0.2645 -0.6075
H5 -0.5086 -0.4856 1.7439
H6 -0.9255 0.9960 2.5131
H7 -1.7906 -0.5462 2.8382
H8 -1.9074 -1.2934 -0.2576
H9 -0.9897 0.1567 -0.9083
H10 -2.5950 -0.1337 -1.4743

Results
Total charge: 0
HOMO: -8.7 eV
SMILES: [H]/N=C/N.CSC

Atom charges from the natural (NBO) analysis, given in e for atoms 1 to 8: 0.3456, -0.7638, 0.2998, -0.8042, 0.1315, 0.3909, 0.4023, -0.7550

Entry ii
ORCA calculation (ωB97M-V/def2-TZVPD) on a 2-piece molecular cluster, C3H10N2S overall.

Cartesian coordinates (Å):
H1 1.7750 -0.4778 -4.8624
N1 1.5626 0.2895 -4.2289
C1 2.0821 -0.0409 -3.1152
N2 2.7435 0.6879 -2.1680
H2 2.3869 -1.1192 -2.9569
H3 3.5883 0.2289 -1.8825
H4 2.7588 1.6938 -2.2426
C2 -2.9096 -0.6552 2.5283
S1 -1.1114 -0.7408 2.2451
C3 -0.9376 1.1038 1.8852
H5 -3.4318 0.1930 2.0963
H6 -3.4821 -1.4807 2.0665
H7 -3.0787 -0.6867 3.6035
H8 -1.8970 1.6498 1.9379
H9 -0.5424 1.0822 0.8740
H10 -0.1837 1.3819 2.6137

Results
Total charge: 0
HOMO: -8.4 eV
SMILES: [H]/N=C/N.CSC

Atom charges from the natural (NBO) analysis, given in e for atoms 1 to 8: 0.3519, -0.7301, 0.3072, -0.8232, 0.1115, 0.3939, 0.3890, -0.7471

Stability, highest: entry i

Entry i
ORCA calculation (ωB97M-V/def2-TZVPD) on one molecule with the formula C3H10N2S.

Cartesian coordinates (Å):
N1 2.3925 0.3131 -0.4160
C1 1.1467 -0.6615 -0.2678
C2 -0.1406 0.2615 -0.3035
N2 -0.0581 1.1652 0.9070
C3 -1.2848 -0.6967 -0.2643
S1 -2.9942 0.3086 -0.0816
H1 3.1428 -0.2964 -0.8291
H2 2.7561 0.7370 0.4711
H3 1.1263 -1.1656 0.7102
H4 1.0853 -1.2563 -1.2193
H5 -0.2327 1.0268 -1.1015
H6 -0.2056 2.1106 0.5050
H7 -0.9471 0.9259 1.3548
H8 -1.2399 -1.4661 0.5567
H9 -1.4598 -1.2815 -1.1840
H10 -3.0868 -0.0245 1.1624

Results
Total charge: 0
HOMO: -9.2 eV
SMILES: NC[C@H](N)CS

Atom charges from the natural (NBO) analysis, given in e for atoms 1 to 8: -0.8678, -0.2235, -0.1098, -0.8323, -0.4559, -0.1124, 0.3535, 0.3744

Entry ii
ORCA calculation (ωB97M-V/def2-TZVPD) on C3H10N2S as an isolated structure.

Cartesian coordinates (Å):
N1 -1.4704 1.0573 -0.9662
C1 -0.5637 0.4748 0.0607
C2 0.9658 0.5982 -0.4088
S1 2.2612 -0.2194 0.6200
C3 -1.0175 -0.9473 0.1567
N2 -2.3068 -0.7753 0.8747
H1 0.2112 0.6687 -3.6890
H2 0.5977 -0.0394 -3.5696
H3 -1.5724 2.0644 -0.9467
H4 -0.5789 0.8246 1.0926
H5 1.0088 0.3033 -1.4523
H6 1.1198 1.6609 -0.3554
H7 -0.4017 -1.5936 0.7603
H8 -1.0082 -1.5331 -0.8011
H9 -2.7428 -1.6477 0.6204
H10 -2.6810 0.0744 0.2090

Results
Total charge: 0
HOMO: -8.4 eV

Atom charges from the natural (NBO) analysis, given in e for atoms 1 to 8: -0.4617, -0.1119, -0.5393, 0.0249, -0.2479, -0.7937, 0.0089, -0.0073

Stability, highest: entry i

Entry i
ORCA calculation (ωB97M-V/def2-TZVPD) on a 2-piece molecular cluster, C3H10N2S overall.

Cartesian coordinates (Å):
H1 -2.6989 -1.7654 -1.6043
N1 -2.2727 -2.3506 -0.8782
C1 -1.8244 -1.4871 -0.0390
N2 -0.7911 -1.5789 0.8757
H2 -2.4056 -0.5694 0.1263
H3 0.1906 -1.6912 0.6784
H4 -0.8224 -1.7378 1.8737
C2 1.4046 1.1274 0.7233
C3 1.1698 1.8062 -0.5966
S1 0.0750 0.9017 -1.7612
H5 1.9749 0.1681 0.7213
H6 0.5470 0.9692 1.3831
H7 2.1678 1.7228 1.2657
H8 2.1101 1.9463 -1.1413
H9 0.7564 2.8043 -0.3944
H10 0.4190 -0.2656 -1.2326

Results
Total charge: 0
HOMO: -9.1 eV
SMILES: [H]/N=C/N.CCS

Atom charges from the natural (NBO) analysis, given in e for atoms 1 to 8: 0.3441, -0.6359, 0.2938, -0.9178, 0.1222, 0.3923, 0.3990, -0.6308

Entry ii
ORCA calculation (ωB97M-V/def2-TZVPD) on one molecule with the formula C3H10N2S.

Cartesian coordinates (Å):
N1 -2.0830 0.7525 -1.3931
C1 -0.6592 0.2782 -1.1907
C2 -0.1732 -0.1882 0.2112
N2 -0.3898 0.9276 1.1871
C3 1.2150 -0.8224 0.1910
S1 2.1700 -1.2056 1.7129
H1 -2.4119 0.9121 -0.4305
H2 -2.2234 1.7624 -1.6601
H3 -0.4425 -0.4397 -1.9537
H4 0.0965 1.0236 -1.4387
H5 -0.7621 -1.0715 0.6706
H6 0.1431 1.7384 0.9817
H7 -0.3626 0.6247 2.1920
H8 1.3666 -1.7534 -0.5368
H9 1.9358 -0.0569 -0.0472
H10 2.5807 -2.4819 1.5044

Results
Total charge: 0
HOMO: -9.0 eV
SMILES: NC[C@H](N)CS

Atom charges from the natural (NBO) analysis, given in e for atoms 1 to 8: -0.8331, -0.2264, -0.0781, -0.8668, -0.5286, -0.0689, 0.3618, 0.3599

Stability, highest: entry ii

Entry i
ORCA calculation (ωB97M-V/def2-TZVPD) on one molecule with the formula C3H10N2S.

Cartesian coordinates (Å):
N1 -1.6920 1.0787 -1.3378
C1 -0.3611 0.5101 -1.2422
C2 -0.1451 -0.2512 0.0881
N2 -0.3030 0.6576 1.2206
C3 1.2940 -0.8762 0.0342
S1 1.7636 -1.9150 1.4901
H1 -2.4976 0.5796 -1.0234
H2 -1.6567 2.0382 -1.0444
H3 -0.0948 -0.1583 -2.0596
H4 0.3201 1.3576 -1.1913
H5 -0.8227 -1.0960 0.2166
H6 0.5526 1.1609 1.4157
H7 -0.5369 0.1035 2.0302
H8 1.4099 -1.5411 -0.8201
H9 2.0413 -0.0853 -0.0374
H10 0.7283 -1.5632 2.2606

Results
Total charge: 0
HOMO: -8.9 eV
SMILES: NC[C@H](N)CS

Atom charges from the natural (NBO) analysis, given in e for atoms 1 to 8: -0.8517, -0.2117, -0.0652, -0.8325, -0.5156, -0.0581, 0.3689, 0.3692

Entry ii
ORCA calculation (ωB97M-V/def2-TZVPD) on a 2-piece molecular cluster, C3H10N2S overall.

Cartesian coordinates (Å):
N1 -1.1609 -0.4107 1.5646
C1 -0.3195 -0.4994 0.5646
C2 1.1290 0.3693 0.8502
S1 2.0614 0.3555 -0.5851
C3 -0.8907 -0.2299 -0.8656
N2 -2.3448 -0.4234 -1.0237
H1 -1.9590 2.3535 0.4603
H2 -1.2801 2.1350 0.7160
H3 -1.0421 -1.2513 2.1200
H4 0.1044 -1.5078 0.4953
H5 0.8146 1.3643 1.1469
H6 1.6446 -0.1638 1.6383
H7 -0.2827 -0.9066 -1.4844
H8 -0.6523 0.7760 -1.2134
H9 -2.5854 -1.2530 -1.5328
H10 -2.7807 -0.4566 -0.1303

Results
Total charge: 0
HOMO: -8.8 eV

Atom charges from the natural (NBO) analysis, given in e for atoms 1 to 8: -0.4794, -0.0543, -0.5408, 0.0235, -0.2255, -0.8402, 0.0238, -0.0270

Stability, highest: entry i

Entry i
ORCA calculation (ωB97M-V/def2-TZVPD) on one molecule with the formula C2H3FO2S.

Cartesian coordinates (Å):
C1 -1.3951 0.0607 -0.0622
C2 -0.0337 -0.5470 0.0858
O1 0.2638 -1.6778 0.4151
O2 0.8728 0.3415 -0.2386
S1 2.4654 -0.2741 0.0084
F1 3.0644 1.2749 -0.0783
H1 -1.9251 0.1052 -1.0679
H2 -1.2162 1.0493 0.2038
H3 -2.0963 -0.3327 0.7339

Results
Total charge: 0
HOMO: -9.7 eV
SMILES: CC(=O)OSF

Atom charges from the natural (NBO) analysis, given in e for atoms 1 to 8: -0.7251, 0.7835, -0.5906, -0.6146, 0.8856, -0.4759, 0.2591, 0.2338

Entry ii
ORCA calculation (ωB97M-V/def2-TZVPD) on one molecule with the formula C2H3FO2S.

Cartesian coordinates (Å):
C1 -0.8474 0.8444 0.5980
C2 0.3110 -1.2477 -0.8544
O1 1.0598 1.4684 -1.1225
O2 1.7093 0.3565 1.0135
F1 0.3080 -2.2804 -0.0273
S1 0.7202 0.5748 -0.0303
H1 -1.7258 1.3557 0.2117
H2 -0.8846 0.2402 1.5601
H3 -0.6506 -1.3118 -1.3488

Results
Total charge: 0
HOMO (alpha / beta): -10.7 / -10.0 eV

Atom charges from the natural (NBO) analysis, given in e for atoms 1 to 8: -0.6173, 0.1013, -0.9041, -0.8968, -0.3104, 2.0102, 0.2447, 0.2304

Stability, highest: entry i

Entry i
ORCA calculation (ωB97M-V/def2-TZVPD) on one molecule with the formula C13H24O2.

Cartesian coordinates (Å):
C1 3.7067 -0.2296 1.0331
C2 2.6713 -1.3962 0.5330
C3 2.1355 -1.2509 -1.0061
C4 2.0117 0.2824 -1.5703
C5 0.6431 1.0763 -1.1166
C6 1.0384 2.6884 -0.9106
C7 1.3778 2.5686 0.7123
O1 2.3382 3.1407 1.4441
O2 0.3650 1.5913 1.2291
C8 -0.1710 0.6105 0.2280
C9 -1.7056 1.2125 -0.0570
C10 -2.8498 0.5300 0.9157
C11 -3.2207 -1.0235 0.5505
C12 -3.3099 -1.3269 -1.0714
C13 -2.2482 -2.1169 1.3531
H1 4.3447 0.2525 0.1633
H2 3.1350 0.5758 1.6903
H3 4.4880 -0.7361 1.7768
H4 1.8174 -1.5105 1.3448
H5 3.2806 -2.4218 0.5786
H6 2.7303 -1.9053 -1.7940
H7 1.0273 -1.6954 -1.0164
H8 1.9517 0.1874 -2.7589
H9 2.9511 0.9642 -1.3665
H10 -0.0166 1.0076 -2.0876
H11 1.8581 3.1329 -1.6248
H12 0.1495 3.4537 -0.9164
H13 -0.0895 -0.4983 0.6105
H14 -2.0053 1.1329 -1.2056
H15 -1.7460 2.3816 0.1799
H16 -3.8669 1.1456 0.8248
H17 -2.5590 0.6007 2.0685
H18 -4.3165 -1.2208 0.9722
H19 -2.2406 -1.1830 -1.5820
H20 -3.6647 -2.4227 -1.2771
H21 -4.0530 -0.5231 -1.5412
H22 -2.8456 -3.0534 1.7312
H23 -1.7784 -1.6046 2.3117
H24 -1.3339 -2.4166 0.6511

Results
Total charge: 0
HOMO: -10.1 eV
SMILES: CCCC[C@@H]1CC(=O)O[C@H]1CCC(C)C

Atom charges from the natural (NBO) analysis, given in e for atoms 1 to 8: -0.6520, -0.4258, -0.4192, -0.4240, -0.2363, -0.5242, 0.8048, -0.5671

Entry ii
ORCA calculation (ωB97M-V/def2-TZVPD) on one molecule with the formula C13H24O2.

Cartesian coordinates (Å):
C1 -1.5537 1.9891 3.7101
C2 -0.7735 2.3356 2.4530
C3 0.6575 2.7079 2.9104
C4 -0.8622 1.3381 1.2945
C5 -0.4415 1.8738 -0.0729
C6 -1.0271 0.9927 -1.1842
C7 -0.6494 -0.5547 -1.1429
C8 -1.4091 -1.1947 -2.3039
C9 0.9030 -0.7405 -1.1097
C10 1.2307 -1.9773 -0.2721
C11 1.2521 -3.3036 -1.1030
C12 1.9166 -3.0908 -2.4583
O1 2.3358 -1.7478 -2.7617
C13 1.5168 -0.6718 -2.4230
O2 1.6855 0.4495 -2.8792
H1 -1.5484 2.7530 4.4932
H2 -1.2150 1.0233 4.1545
H3 -2.5098 1.6831 3.5420
H4 -1.2562 3.2982 2.2889
H5 0.6989 3.3370 3.7798
H6 1.1973 3.0881 2.0900
H7 1.2063 1.7821 3.2863
H8 -1.8562 0.9332 1.0330
H9 -0.3000 0.4763 1.6396
H10 -0.9925 2.8228 -0.0397
H11 0.6284 2.1442 -0.1189
H12 -0.8797 1.4302 -2.2058
H13 -2.1557 0.8971 -1.0517
H14 -1.0774 -1.0296 -0.3152
H15 -2.5018 -1.1926 -2.0428
H16 -1.2518 -0.7463 -3.2317
H17 -1.0888 -2.1639 -2.5469
H18 1.5221 0.1085 -0.6606
H19 2.1722 -1.8651 0.1511
H20 0.5875 -2.2631 0.5779
H21 0.1889 -3.5108 -1.2214
H22 1.6672 -4.2201 -0.5505
H23 2.8518 -3.8372 -2.4760
H24 1.1313 -3.3539 -3.2321

Results
Total charge: 0
HOMO: -10.1 eV
SMILES: CC(C)CCC[C@@H](C)[C@H]1CCCOC1=O

Atom charges from the natural (NBO) analysis, given in e for atoms 1 to 8: -0.5928, -0.2233, -0.5989, -0.3979, -0.4134, -0.3858, -0.1973, -0.6117

Stability, highest: entry ii

Entry i
ORCA calculation (ωB97M-V/def2-TZVPD) on a 2-piece molecular cluster, C8H8N4O4 overall.

Cartesian coordinates (Å):
O1 1.8321 1.6219 0.2298
C1 0.8432 1.7116 0.9202
C2 0.3072 0.5801 1.6911
C3 -0.7911 0.7309 2.4616
N1 -1.4501 1.9505 2.5329
C4 -0.9987 3.1091 1.9059
O2 -1.5656 4.1643 1.9917
N2 0.1817 2.9205 1.2160
H1 0.8586 -0.3662 1.6236
H2 -1.3300 -0.0726 2.9855
H3 -2.2982 2.0523 3.0277
H4 0.4359 3.7383 0.7067
O3 -1.8602 -1.5060 -2.8899
C5 -0.7055 -1.5542 -2.3438
C6 -0.0885 -0.4333 -1.6695
C7 1.0383 -0.7434 -0.9231
N3 1.3885 -2.0239 -0.6281
C8 0.9063 -3.1389 -1.3101
O4 1.1399 -4.4323 -1.0809
N4 -0.0445 -2.9028 -2.3400
H5 -0.5709 0.5272 -1.6103
H6 1.3982 0.0451 -0.1925
H7 1.8145 -2.2041 0.5497
H8 -0.2745 -3.6846 -2.9556

Results
Total charge: 0
HOMO: -9.2 eV
SMILES: O=c1cc[nH]c(=O)[nH]1.O=c1cc[nH]c(=O)[nH]1

Atom charges from the natural (NBO) analysis, given in e for atoms 1 to 8: -0.5779, 0.6528, -0.4101, 0.0915, -0.5989, 0.7846, -0.5851, -0.6339

Entry ii
ORCA calculation (ωB97M-V/def2-TZVPD) on a 2-piece molecular cluster, C8H8N4O4 overall.

Cartesian coordinates (Å):
O1 0.3753 0.9871 -3.6704
C1 0.9575 -0.0353 -3.2432
C2 0.3893 -1.5083 -3.3555
C3 0.5824 -2.4264 -2.4393
N1 1.6341 -2.2132 -1.5982
C4 2.2709 -1.0168 -1.4687
O2 3.1722 -0.9757 -0.5295
N2 2.0381 0.0473 -2.4298
H1 -0.4799 -1.6301 -4.1197
H2 0.1101 -3.2879 -2.3516
H3 1.9217 -2.9711 -0.8887
H4 2.6542 0.8859 -2.3971
O3 -1.3826 -1.5073 3.0719
C5 -1.6771 -0.3565 2.5531
C6 -2.9289 0.0941 2.0049
C7 -2.7576 1.3271 1.3658
N3 -1.8587 2.2779 1.7845
C8 -0.7004 1.8962 2.5163
O4 0.2880 2.6545 2.5201
N4 -0.6412 0.6644 2.8532
H5 -3.7013 -0.6113 1.8472
H6 -3.4544 1.6230 0.4680
H7 -1.9301 3.1812 1.3498
H8 0.2324 0.2617 3.0857

Results
Total charge: 0
HOMO: -9.5 eV
SMILES: O=c1cc[nH]c(=O)[nH]1.O=c1cc[nH]c(=O)[nH]1

Atom charges from the natural (NBO) analysis, given in e for atoms 1 to 8: -0.5820, 0.6510, -0.3560, 0.0311, -0.5952, 0.7693, -0.6361, -0.6357

Stability, highest: entry i